*one*
The following is a quantum chemistry calculation of a structure of composition C22H22N4O4, from OMol25.

XYZ file:
```
52
Properties=species:S:1:pos:R:3
O 0.89 1.99 1.11
O -6.31 0.93 0.99
O 0.21 -1.55 0.50
O -7.02 -0.15 -1.15
N 4.53 0.71 -0.40
N 2.36 0.26 0.43
N 5.30 1.52 -0.83
N -0.95 -1.71 -0.13
C -3.71 -1.41 -1.10
C -1.27 -0.07 1.50
C -6.03 1.85 2.19
C -4.11 0.14 0.60
C 5.03 -0.70 -0.25
C 4.73 -1.43 0.81
C 6.57 -2.52 -0.83
C 4.45 2.61 -0.84
C 6.19 -3.23 0.28
C 0.34 -0.40 1.40
C 1.09 0.72 1.25
C 4.94 3.89 -1.46
C -7.65 -0.86 -2.18
C -1.89 -0.83 0.53
C -4.95 -1.37 -1.70
C -5.81 -0.45 -0.85
C 3.28 0.88 -0.06
C 3.28 2.55 -0.46
C -3.29 -0.79 0.15
C 6.06 -1.11 -0.99
C -5.46 0.27 0.25
C 5.32 -2.48 1.21
H 4.01 -1.03 1.98
H 2.46 -0.89 0.26
H 4.93 4.57 -0.72
H 0.61 -0.93 2.48
H -6.85 2.25 2.56
H 7.42 -2.83 -1.34
H 4.35 4.30 -2.43
H -8.72 -0.53 -2.36
H 4.98 -3.22 2.05
H -7.60 -1.90 -2.25
H -1.69 -0.27 2.58
H 6.17 -0.46 -1.61
H -5.60 0.78 2.83
H 6.55 -4.01 0.53
H -3.75 0.61 1.48
H 2.50 2.96 -0.29
H -5.43 -1.65 -2.39
H -5.30 2.50 1.87
H 6.23 3.74 -1.81
H -2.94 -1.83 -1.82
H -1.41 1.11 1.65
H -7.04 -0.53 -3.18
```

Results
- HOMO level (eV) = -7.0251


*two*
The following is a quantum chemistry calculation of an isolated molecule of C22H22N4O4, from OMol25.

XYZ file:
```
52
Properties=species:S:1:pos:R:3
O -2.81 1.79 2.64
O 5.45 -0.52 -4.40
O 6.70 -1.89 -3.13
O -0.04 0.37 -0.27
N 0.28 -1.38 2.84
N 1.58 -1.01 0.58
N -3.09 0.70 0.68
N -1.61 -0.59 3.63
C -0.52 -1.35 3.87
C -3.98 1.76 0.24
C -2.52 0.87 1.89
C -7.01 2.99 2.16
C 4.59 -1.14 -2.31
C -7.68 1.81 2.43
C -0.31 -0.61 1.88
C 6.47 -0.54 -5.41
C -2.86 -0.42 -0.19
C -5.96 0.59 1.28
C 3.71 -1.80 -0.17
C 3.45 -0.37 -2.54
C 4.71 -1.85 -1.12
C 0.39 -0.35 0.61
C -7.15 0.61 1.99
C 5.69 -1.24 -3.29
C -1.51 -0.12 2.35
C 2.45 -0.31 -1.60
C -5.28 1.77 1.01
C 7.57 0.47 -5.10
C 2.56 -1.02 -0.41
C -5.82 2.97 1.46
H 3.80 -2.34 0.75
H 1.77 -1.55 1.42
H 8.29 0.48 -5.92
H -2.51 -1.28 0.38
H -7.41 3.93 2.51
H -7.66 -0.32 2.20
H -5.29 3.89 1.26
H -0.34 -1.86 4.79
H 3.36 0.18 -3.46
H -2.11 -0.17 -0.95
H -2.36 -0.35 4.26
H 8.08 0.19 -4.18
H 7.14 1.47 -4.99
H -3.79 -0.69 -0.69
H -4.17 1.61 -0.83
H 1.57 0.29 -1.78
H 6.89 -1.54 -5.48
H 5.95 -0.29 -6.34
H -3.48 2.72 0.38
H 5.59 -2.44 -0.95
H -5.55 -0.36 0.95
H -8.60 1.82 2.98
```

Results
- SMILES string = CCOC(=O)c1ccc(NC(=O)c2nc[nH]c2C(=O)N(C)Cc2ccccc2)cc1
- HOMO level (eV) = -8.5411


The energy of each structure relative to the most stable one, in hartree, is as follows: *one* 0.9168; *two* 0.0000.


*one*
The following is a quantum chemistry calculation of a structure of composition C4H16BCl2CoN4O16, from OMol25.

XYZ file:
```
44
Properties=species:S:1:pos:R:3
Co 1.09 -0.47 -0.20
Cl 1.28 -4.25 -3.64
Cl 1.92 -2.95 4.73
O -4.04 -1.53 -3.20
O -2.86 0.07 -2.36
O 0.00 2.44 2.24
O 2.23 -2.83 3.33
O 2.04 -3.43 -4.60
O 0.89 -3.90 5.00
O 1.44 -1.69 5.11
O 1.35 1.91 -2.95
O 1.21 2.38 -5.08
O -1.98 -1.93 1.82
O -3.30 -3.66 1.55
O 2.03 -5.40 -3.30
O 3.16 -3.27 5.42
O 0.05 -4.69 -4.25
O -1.33 3.02 3.82
O 1.10 -3.50 -2.44
N -3.71 -0.35 -3.09
N -2.93 -2.67 2.15
N -0.28 3.11 3.21
N 1.39 2.68 -3.89
C 0.85 3.86 3.78
C -3.65 -2.24 3.41
C -4.38 0.59 -4.00
C 1.84 4.08 -3.57
B 4.08 0.72 0.24
H -3.57 0.95 -4.63
H 4.78 1.03 -0.52
H 1.47 3.12 4.30
H 2.19 4.07 -2.54
H 4.58 0.64 1.19
H -4.59 1.48 -3.42
H -5.20 0.06 -4.50
H 3.15 1.27 0.21
H -4.71 -2.11 3.18
H 0.93 4.68 -3.65
H 1.41 4.35 2.98
H -3.26 -1.30 3.80
H 3.80 -0.29 -0.06
H -3.67 -3.06 4.13
H 2.71 4.38 -4.16
H 0.47 4.61 4.47
```

Results
- expectation value of S² = 3.763
- 2S+1 = 4
- charge = -1
- HOMO level (spin up / spin down) (eV) = -6.4635 / -5.6526


*two*
The following is a quantum chemistry calculation of a structure of composition C4H16BCl2CoN4O16, from OMol25.

XYZ file:
```
44
Properties=species:S:1:pos:R:3
Co -7.62 -21.05 -12.47
Cl -7.65 -18.96 -9.81
Cl -9.49 -23.93 -14.07
O -10.05 -20.91 -12.19
O -5.30 -23.26 -10.07
O -7.85 -19.11 -8.40
O -8.57 -22.88 -13.64
O -6.25 -23.21 -16.15
O -6.44 -18.26 -10.16
O -10.46 -24.18 -13.03
O -6.15 -21.69 -14.63
O -10.13 -23.50 -15.25
O -5.40 -20.77 -12.18
O -6.64 -22.93 -11.69
O -7.53 -20.29 -10.37
O -11.83 -19.83 -12.61
O -8.74 -25.13 -14.30
O -3.48 -21.21 -13.04
O -8.75 -18.27 -10.40
N -11.26 -20.80 -12.18
N -4.20 -20.69 -12.22
N -6.03 -23.65 -10.95
N -5.81 -22.19 -15.67
C -4.70 -21.54 -16.36
C -12.04 -21.80 -11.42
C -3.59 -19.97 -11.09
C -6.27 -25.10 -11.09
B -7.79 -19.28 -13.83
H -3.62 -18.90 -11.30
H -6.98 -19.39 -13.03
H -8.46 -20.21 -13.86
H -2.59 -20.36 -10.95
H -6.35 -25.51 -10.09
H -7.21 -25.24 -11.61
H -7.23 -19.25 -14.85
H -5.44 -25.57 -11.63
H -3.91 -21.26 -15.67
H -12.70 -22.38 -12.06
H -5.05 -20.63 -16.87
H -4.18 -20.15 -10.19
H -8.42 -18.33 -13.66
H -4.25 -22.19 -17.11
H -11.26 -22.43 -10.98
H -12.57 -21.27 -10.64
```

Results
- expectation value of S² = 3.755
- 2S+1 = 4
- charge = -1
- HOMO level (spin up / spin down) (eV) = -6.9379 / -6.8717


The energy of each structure relative to the most stable one, in hartree, is as follows: *one* 0.3374; *two* 0.0000.


*one*
The following is a quantum chemistry calculation of a cluster of 12 separate species, H23O12 in total, from OMol25.

XYZ file:
```
35
Properties=species:S:1:pos:R:3
O 0.19 -1.81 3.03
O -1.79 -0.05 -0.27
O 1.71 0.23 1.81
O -0.82 -2.32 -2.72
O 1.84 2.63 3.16
O -1.61 3.13 -1.47
O -0.12 1.77 0.28
O 2.10 -2.14 -3.83
O -3.11 0.90 2.86
O 1.63 0.76 -2.62
O 2.90 -1.42 -0.10
O -4.22 -1.18 0.45
H -3.76 -0.92 1.25
H 2.45 -1.60 -3.12
H 1.79 3.36 2.55
H 1.17 -2.18 -3.57
H -2.03 0.14 -1.18
H 1.03 -1.32 2.89
H 1.62 -0.19 -2.61
H 2.13 1.23 -1.97
H -2.33 0.38 3.00
H -0.93 0.59 -0.17
H 0.35 -2.52 2.40
H 2.09 1.83 2.65
H 3.76 -1.12 0.21
H 3.14 -2.16 -0.68
H -0.83 2.98 -2.01
H 1.96 0.31 0.88
H -1.68 -1.96 -2.87
H 0.76 0.14 1.65
H -2.86 1.50 2.15
H -0.91 1.93 0.81
H -0.70 -2.42 -1.77
H -3.59 -0.94 -0.25
H -1.32 2.43 -0.80
```

Results
- charge = -1
- HOMO level (eV) = -5.5787


*two*
The following is a quantum chemistry calculation of a cluster of 12 separate species, H23O12 in total, from OMol25.

XYZ file:
```
35
Properties=species:S:1:pos:R:3
O -1.77 -0.93 -1.85
O 2.55 -0.21 -0.07
O -1.26 -0.75 0.77
O 2.18 3.44 -2.72
O -0.98 2.02 4.10
O 0.28 1.28 1.33
O 3.10 0.63 2.25
O -2.82 -3.06 -0.45
O 0.44 0.18 -1.18
O -4.19 -0.56 1.08
O 3.18 2.37 -0.54
O -0.43 -3.79 -2.61
H -4.08 -0.84 0.13
H -1.67 -0.55 1.59
H -1.46 2.39 3.34
H -1.96 -0.14 -2.33
H 0.49 -0.61 -1.81
H 1.25 0.10 -0.32
H 1.40 2.96 -3.00
H 3.04 0.29 1.31
H 0.95 1.54 0.69
H 2.92 1.37 -0.53
H 2.72 -0.06 2.76
H 3.14 2.65 0.38
H -0.81 0.02 0.25
H -2.47 -2.65 0.40
H 2.71 -1.14 -0.10
H -2.80 -2.33 -1.07
H 0.74 0.55 1.77
H -0.45 -3.14 -3.35
H 2.51 2.91 -1.89
H -0.62 -3.09 -2.01
H -0.83 -0.84 -1.34
H -4.66 -1.36 1.36
H -0.34 1.39 3.68
```

Results
- charge = -1
- HOMO level (eV) = -6.8910


The energy of each structure relative to the most stable one, in hartree, is as follows: *one* 0.0000; *two* 0.0127.


*one*
The following is a quantum chemistry calculation of an isolated molecule of C3H2Cl2N2, from OMol25.

XYZ file:
```
9
Properties=species:S:1:pos:R:3
Cl 2.51 -2.45 0.07
Cl 4.22 1.11 0.01
N 1.85 -0.91 -0.16
N 1.47 1.50 0.01
C 0.60 -0.62 0.05
C 0.33 0.70 0.08
C 2.58 1.00 0.05
H -0.13 -1.31 0.18
H -0.49 1.33 -0.06
```

Results
- HOMO level (eV) = -8.0252


*two*
The following is a quantum chemistry calculation of an isolated molecule of C3H2Cl2N2, from OMol25.

XYZ file:
```
9
Properties=species:S:1:pos:R:3
Cl -2.96 -1.54 1.41
Cl -1.82 2.42 2.07
N -1.73 -0.53 0.82
N 0.21 -0.15 -0.22
C -0.69 -0.97 0.24
C 0.06 1.12 0.24
C -0.70 1.59 1.21
H 0.86 1.87 -0.24
H -0.44 -1.95 -0.06
```

Results
- HOMO level (spin up / spin down) (eV) = -8.5238 / -8.5236


*three*
The following is a quantum chemistry calculation of an isolated molecule of C3H2Cl2N2, from OMol25.

XYZ file:
```
9
Properties=species:S:1:pos:R:3
Cl 0.35 4.62 -0.77
Cl 3.47 -0.38 -0.40
N 2.10 0.62 -0.28
N -0.16 2.11 -0.17
C -0.21 0.84 -0.03
C 0.97 0.05 -0.11
C 0.18 3.24 0.10
H 0.85 -1.03 -0.02
H -1.17 0.37 0.09
```

Results
- HOMO level (spin up / spin down) (eV) = -8.1809 / -8.1821


The energy of each structure relative to the most stable one, in hartree, is as follows: *one* 0.0071; *two* 0.0541; *three* 0.0000.